Version P
The following is a quantum chemistry calculation of an isolated ion of composition C4H10N3O and charge +1, from the OMol25 dataset.

Results
Structure (SMILES): C[C@H](O)[N@@H+]1CN=CN1
Gap between HOMO and LUMO: 10.82 eV

ORCA input file:
```
! RIJCOSX wB97M-V def2-TZVPD def2/J DEFGRID3
* xyz 1 1
C -0.43 1.67 0.03
C -0.05 0.68 -1.09
O -1.09 -0.18 -1.40
N 1.22 -0.33 -0.44
C 0.73 -1.46 0.43
N 1.30 -1.23 1.77
C 2.00 -0.18 1.66
N 2.08 0.41 0.40
H -0.65 1.15 0.95
H 0.47 2.20 0.25
H -1.04 2.38 -0.26
H 0.42 1.06 -1.96
H -1.53 -0.49 -0.61
H 1.72 -0.57 -1.32
H 0.90 -2.46 -0.01
H -0.44 -1.41 0.55
H 2.57 0.30 2.55
H 2.96 0.87 0.17
*
```

=====

Version Q
The following is a quantum chemistry calculation of an isolated ion of composition C4H10N3O and charge +1, from the OMol25 dataset.

Results
Gap between HOMO and LUMO (spin up / spin down): 8.72 / 7.56 eV

ORCA input file:
```
! RIJCOSX wB97M-V def2-TZVPD def2/J DEFGRID3
* xyz 1 1
C 0.92 0.41 -0.54
C 2.33 0.63 -0.58
C -2.21 0.72 0.88
C -1.49 -0.04 -0.22
N 0.00 -0.25 0.08
N -2.04 -1.30 -0.41
N 3.79 -0.79 0.70
O 3.51 0.18 -0.10
H 0.41 1.19 -1.24
H 2.63 1.18 -1.52
H -2.33 0.13 1.77
H -1.92 1.80 1.23
H -3.27 1.07 0.52
H -1.42 0.56 -1.06
H 4.85 -0.90 0.80
H -2.03 -1.97 0.29
H 0.17 -0.97 0.73
H -1.90 -1.64 -1.35
*
```

=====

Version R
The following is a quantum chemistry calculation of an isolated ion of composition C4H10N3O and charge +1, from the OMol25 dataset.

Results
Structure (SMILES): CCC/[NH+]=C(\N)N=O
Gap between HOMO and LUMO (spin up / spin down): 8.21 / 8.22 eV

ORCA input file:
```
! RIJCOSX wB97M-V def2-TZVPD def2/J DEFGRID3
* xyz 1 1
C 0.13 1.44 0.27
C 0.18 0.52 -0.90
C -0.66 -0.78 -0.48
N -0.90 -1.02 0.87
C -0.03 -1.83 1.63
N 1.21 -2.16 1.19
N -0.61 -2.58 2.56
O -1.29 -2.37 3.49
H -0.89 1.59 0.34
H 0.64 0.95 1.14
H 0.53 2.49 0.12
H 1.20 0.31 -1.19
H -0.26 1.00 -1.74
H -1.50 -0.65 -1.10
H -0.17 -1.70 -0.92
H -1.72 -0.62 1.22
H 1.84 -2.79 1.64
H 1.70 -1.39 0.82
*
```

=====

It is version P that is the most stable of them.

=====

Version P
The following is a quantum chemistry calculation of a 4-piece molecular cluster, CH9O3S overall, from the OMol25 dataset.

Results
Gap between HOMO and LUMO: 7.21 eV

ORCA input file:
```
! RIJCOSX wB97M-V def2-TZVPD def2/J DEFGRID3
* xyz -1 1
C 1.36 -1.26 0.59
S 1.34 -0.70 -1.15
H 0.33 -1.33 0.97
H 1.98 -0.60 1.22
H 1.75 -2.26 0.80
H -1.36 0.05 -2.29
H -0.60 -0.45 -1.16
O -1.59 -0.28 -1.42
H 1.92 1.28 -0.42
H 1.82 2.43 0.47
O 2.12 2.26 -0.44
H -2.27 -0.02 0.80
H -3.58 0.88 1.05
O -3.22 0.00 0.97
*
```

=====

Version Q
The following is a quantum chemistry calculation of a 4-piece molecular cluster, CH9O3S overall, from the OMol25 dataset.

Results
Gap between HOMO and LUMO: 7.33 eV

ORCA input file:
```
! RIJCOSX wB97M-V def2-TZVPD def2/J DEFGRID3
* xyz -1 1
C 0.19 0.91 1.87
S -0.61 -0.70 1.65
H -0.50 1.69 2.27
H 1.02 0.82 2.58
H 0.56 1.38 0.94
H -2.19 1.03 -0.45
H -1.37 -0.20 -0.30
O -1.81 0.34 -1.01
H 0.55 -1.52 -0.13
H 0.59 -2.65 -1.14
O 1.19 -2.06 -0.65
H 1.43 -0.15 -1.90
H 0.07 0.48 -1.61
O 0.90 0.63 -2.13
*
```

=====

It is version Q that is the most stable of them.

=====

Version P
The following is a quantum chemistry calculation of a 2-piece molecular cluster, C7H16N overall, from the OMol25 dataset.

Results
Gap between HOMO and LUMO: 10.01 eV

ORCA input file:
```
! RIJCOSX wB97M-V def2-TZVPD def2/J DEFGRID3
* xyz 1 1
C -2.04 -0.36 0.45
C -1.97 0.97 -0.23
C -1.13 1.94 0.17
C -2.89 1.14 -1.41
H -3.05 -0.63 0.77
H -1.39 -0.43 1.32
H -1.70 -1.13 -0.25
H -1.17 2.88 -0.37
H -0.52 1.82 1.05
H -2.89 2.17 -1.76
H -3.91 0.95 -1.06
H -2.64 0.42 -2.20
C 1.34 -1.89 1.13
C 2.13 -0.93 0.27
C 3.43 -0.99 0.00
N 1.34 0.19 -0.29
H 1.91 -2.80 1.31
H 0.98 -1.42 2.05
H 0.46 -2.19 0.54
H 3.91 -0.14 -0.47
H 4.01 -1.88 0.19
H 0.34 0.21 -0.04
H 1.49 0.32 -1.29
H 1.67 1.05 0.16
*
```

=====

Version Q
The following is a quantum chemistry calculation of a 2-piece molecular cluster, C7H16N overall, from the OMol25 dataset.

Results
Gap between HOMO and LUMO: 4.70 eV

ORCA input file:
```
! RIJCOSX wB97M-V def2-TZVPD def2/J DEFGRID3
* xyz 1 1
C -1.66 -0.70 0.76
C -1.08 0.71 0.81
C -0.77 1.42 -0.44
C 0.00 0.56 -1.37
C 1.04 -0.14 -0.53
C 2.33 0.09 -0.51
C 3.10 -0.27 0.77
N -2.87 -0.82 -0.11
H -1.84 -0.89 1.94
H -0.84 -1.38 0.47
H -0.22 0.76 1.51
H -1.84 1.34 1.32
H -1.71 1.75 -0.82
H -0.18 2.31 -0.30
H -0.47 -0.12 -2.08
H 0.55 1.19 -2.13
H 1.69 -3.29 1.41
H 2.95 0.53 -1.37
H 2.49 -0.11 1.73
H 4.03 0.33 1.00
H 3.34 -1.37 0.79
H -3.75 -0.26 -0.12
H 1.04 -3.57 1.14
H -2.88 -1.64 -0.69
*
```

=====

It is version P that is the most stable of them.

=====

Version P
The following is a quantum chemistry calculation of a 2-piece molecular cluster, CH8N3O overall, from the OMol25 dataset.

Results
Gap between HOMO and LUMO: 12.43 eV

ORCA input file:
```
! RIJCOSX wB97M-V def2-TZVPD def2/J DEFGRID3
* xyz 1 1
N -0.56 0.35 -0.84
C -0.86 -0.26 0.30
N -2.07 -0.77 0.51
N 0.04 -0.28 1.27
H 0.42 0.56 -0.96
H -1.27 0.90 -1.32
H -2.20 -1.25 1.38
H -2.77 -0.79 -0.19
H 0.94 0.06 0.99
H 0.15 -0.85 2.10
H 3.07 0.18 -0.70
H 2.71 1.27 -1.69
O 2.40 0.87 -0.85
*
```

=====

Version Q
The following is a quantum chemistry calculation of a 2-piece molecular cluster, CH8N3O overall, from the OMol25 dataset.

Results
Gap between HOMO and LUMO: 12.14 eV

ORCA input file:
```
! RIJCOSX wB97M-V def2-TZVPD def2/J DEFGRID3
* xyz 1 1
N 0.33 0.26 0.70
C -0.88 0.19 0.19
N -1.96 0.21 0.98
N -1.05 0.33 -1.14
H 1.15 -0.09 0.19
H 0.51 0.47 1.67
H -2.86 -0.12 0.67
H -1.89 0.20 1.99
H -0.37 0.88 -1.64
H -1.77 -0.18 -1.62
H 3.33 -1.18 -0.14
H 2.88 -0.13 -1.20
O 2.57 -0.85 -0.63
*
```

=====

It is version P that is the most stable of them.

=====

Version P
The following is a quantum chemistry calculation of a 2-piece molecular cluster, CH8N3O overall, from the OMol25 dataset.

Results
Gap between HOMO and LUMO: 10.68 eV

ORCA input file:
```
! RIJCOSX wB97M-V def2-TZVPD def2/J DEFGRID3
* xyz 1 1
C 1.11 0.29 -0.05
N 2.26 0.99 -0.12
N -2.60 0.04 -0.06
N 1.31 -1.03 0.19
O -1.31 -0.19 -0.35
H 0.04 0.42 0.02
H 3.13 0.44 -0.03
H 2.29 1.99 -0.27
H -2.69 0.76 0.71
H -3.28 0.24 -0.81
H -3.05 -0.84 0.38
H 2.22 -1.47 0.36
H 0.55 -1.63 0.04
*
```

=====

Version Q
The following is a quantum chemistry calculation of a 2-piece molecular cluster, CH8N3O overall, from the OMol25 dataset.

Results
Gap between HOMO and LUMO: 5.55 eV

ORCA input file:
```
! RIJCOSX wB97M-V def2-TZVPD def2/J DEFGRID3
* xyz 1 1
N 0.66 -0.95 -0.90
C 1.00 -0.09 0.19
N 1.41 1.26 -0.04
N -0.22 -0.06 0.99
H 1.13 -0.67 -1.75
H -0.34 -1.11 -1.01
H 2.35 1.59 0.17
H 0.67 1.90 0.25
H 1.79 -0.66 0.73
H -0.06 -0.11 2.00
H -1.83 0.03 0.52
H -3.34 -0.17 -0.04
O -2.40 -0.25 -0.27
*
```

=====

Version R
The following is a quantum chemistry calculation of a 2-piece molecular cluster, CH8N3O overall, from the OMol25 dataset.

Results
Gap between HOMO and LUMO: 12.31 eV

ORCA input file:
```
! RIJCOSX wB97M-V def2-TZVPD def2/J DEFGRID3
* xyz 1 1
N -0.21 0.36 -1.00
C 0.40 -0.65 -0.41
N 0.42 -1.88 -0.93
N 1.09 -0.41 0.71
H -0.47 1.13 -0.40
H -0.66 0.34 -1.89
H 0.85 -2.67 -0.46
H -0.28 -2.00 -1.63
H 1.30 0.53 0.98
H 1.62 -1.16 1.11
H -1.24 2.90 1.06
H -1.45 1.57 1.86
O -1.37 1.95 0.98
*
```

=====

It is version R that is the most stable of them.

=====

Version P
The following is a quantum chemistry calculation of one molecule with the formula C8H16O, from the OMol25 dataset.

Results
Structure (SMILES): CCO/C=C\CC(C)C
Gap between HOMO and LUMO: 9.41 eV

ORCA input file:
```
! RIJCOSX wB97M-V def2-TZVPD def2/J DEFGRID3
* xyz 0 1
C -3.27 -0.65 2.17
C -2.53 -1.46 1.10
O -1.46 -0.75 0.47
C -0.78 -1.48 -0.48
C 0.14 -0.94 -1.35
C 0.54 0.52 -1.27
C 1.98 0.78 -0.97
C 2.32 2.23 -1.17
C 2.28 0.44 0.49
H -3.73 0.26 1.75
H -2.57 -0.46 2.96
H -4.11 -1.25 2.55
H -3.23 -1.78 0.34
H -2.14 -2.38 1.59
H -1.04 -2.53 -0.69
H 0.62 -1.59 -2.04
H -0.10 1.02 -0.51
H 0.27 0.98 -2.22
H 2.63 0.21 -1.61
H 3.28 2.44 -0.78
H 1.59 2.90 -0.66
H 2.32 2.47 -2.23
H 1.70 1.08 1.16
H 1.94 -0.55 0.69
H 3.35 0.48 0.72
*
```

=====

Version Q
The following is a quantum chemistry calculation of one molecule with the formula C8H16O, from the OMol25 dataset.

Results
Gap between HOMO and LUMO: 8.11 eV

ORCA input file:
```
! RIJCOSX wB97M-V def2-TZVPD def2/J DEFGRID3
* xyz 0 1
C -0.46 -1.20 0.21
C -1.25 -0.14 0.99
C 0.52 0.26 -1.70
C -0.46 -0.75 -1.47
C -0.65 1.27 0.72
C 0.84 1.21 0.40
C -1.23 -0.48 2.48
C 1.90 -0.11 -2.12
O 0.79 -1.32 0.62
H 1.11 -0.01 0.23
H -1.00 -2.15 0.13
H -2.29 -0.15 0.64
H 0.19 1.27 -1.93
H -1.48 -0.45 -1.70
H -0.19 -1.70 -1.93
H -1.18 1.73 -0.13
H -0.85 1.92 1.58
H 1.21 2.05 -0.17
H 1.45 1.15 1.31
H -0.21 -0.49 2.86
H -1.81 0.25 3.05
H -1.66 -1.47 2.66
H 2.25 -0.95 -1.52
H 2.60 0.72 -2.04
H 1.87 -0.45 -3.16
*
```

=====

It is version P that is the most stable of them.

=====

Version P
The following is a quantum chemistry calculation of a 7-piece molecular cluster, H15NO6 overall, from the OMol25 dataset.

Results
Structure (SMILES): N.O.O.O.O.O.O
Gap between HOMO and LUMO: 11.20 eV

ORCA input file:
```
! RIJCOSX wB97M-V def2-TZVPD def2/J DEFGRID3
* xyz 0 1
N 0.80 -1.93 -1.09
H 1.36 -1.09 -0.98
H 0.89 -2.16 -2.07
H 1.33 -2.69 -0.66
O -0.42 1.67 3.97
H 0.10 1.76 3.19
H -0.93 0.87 3.78
O -1.57 -0.26 -1.99
H -1.61 -0.73 -1.14
H -2.42 -0.36 -2.45
O 0.70 1.55 0.23
H 0.15 1.21 -0.46
H 1.33 2.14 -0.19
O 1.71 0.02 2.44
H 1.45 0.65 3.11
H 1.34 0.45 1.63
O 0.30 1.21 -3.23
H -0.06 2.11 -3.36
H -0.42 0.74 -2.76
O -1.38 -1.34 0.63
H -0.64 -1.92 0.31
H -2.01 -1.89 1.10
*
```

=====

Version Q
The following is a quantum chemistry calculation of a 7-piece molecular cluster, H15NO6 overall, from the OMol25 dataset.

Results
Structure (SMILES): N.O.O.O.O.O.O
Gap between HOMO and LUMO: 10.75 eV

ORCA input file:
```
! RIJCOSX wB97M-V def2-TZVPD def2/J DEFGRID3
* xyz 0 1
N 0.25 -0.64 4.60
H 0.41 -1.21 3.78
H -0.40 -1.16 5.16
H 1.10 -0.68 5.15
O 1.38 -0.77 -2.92
H 1.91 -1.26 -3.54
H 1.08 -0.08 -3.52
O 3.93 5.27 -3.04
H 3.89 5.54 -2.11
H 3.26 5.81 -3.48
O -5.48 0.51 -0.92
H -4.63 0.98 -0.88
H -6.02 1.17 -1.37
O -0.70 -3.33 1.10
H -0.87 -2.64 1.71
H -1.51 -3.82 0.98
O -0.67 0.71 -0.21
H -0.87 0.15 0.52
H 0.05 0.26 -0.66
O 1.60 -1.47 0.06
H 0.78 -1.77 0.48
H 1.51 -1.56 -0.89
*
```

=====

Version R
The following is a quantum chemistry calculation of a 7-piece molecular cluster, H15NO6 overall, from the OMol25 dataset.

Results
Structure (SMILES): N.O.O.O.O.O.O
Gap between HOMO and LUMO: 10.69 eV

ORCA input file:
```
! RIJCOSX wB97M-V def2-TZVPD def2/J DEFGRID3
* xyz 0 1
N -1.80 0.28 0.94
H -0.87 0.65 0.97
H -2.55 0.94 0.81
H -1.82 -0.60 0.48
O 0.32 -3.78 -1.25
H 0.04 -4.67 -1.05
H -0.04 -3.28 -0.49
O 2.39 2.71 -2.77
H 1.70 2.54 -3.42
H 2.33 1.95 -2.19
O -2.02 -1.63 3.92
H -2.10 -1.38 2.99
H -2.16 -0.76 4.30
O -0.40 -2.94 1.40
H 0.20 -3.01 2.16
H -0.88 -2.12 1.58
O 2.46 6.05 -0.38
H 3.25 5.51 -0.48
H 2.17 6.05 -1.30
O -0.28 -0.49 -2.01
H 0.45 -0.69 -2.60
H -0.41 -1.36 -1.61
*
```

=====

It is version P that is the most stable of them.

=====

Version P
The following is a quantum chemistry calculation of C20H60N4O8 as an isolated structure, from the OMol25 dataset.

Results
Gap between HOMO and LUMO: 7.90 eV

ORCA input file:
```
! RIJCOSX wB97M-V def2-TZVPD def2/J DEFGRID3
* xyz 0 1
C 2.73 -6.72 3.99
C 3.44 -5.48 3.44
C 2.62 -4.22 3.61
O 1.42 -4.43 2.79
C 0.65 -3.28 2.72
N 4.63 -5.22 4.19
H 1.65 -7.09 3.71
H 2.55 -6.76 4.94
H 3.55 -7.56 3.83
H 3.61 -5.82 2.38
H 3.20 -3.41 3.29
H 2.14 -4.13 4.58
H 1.20 -2.27 2.51
H 0.22 -3.07 3.68
H -0.22 -3.20 1.95
H 4.99 -4.22 4.15
H 5.27 -5.81 4.09
C -3.18 2.81 0.97
C -3.53 1.48 0.32
C -2.90 1.47 -1.13
O -3.48 2.50 -1.93
C -2.84 2.74 -3.13
N -3.07 0.46 1.12
H -3.60 3.73 0.46
H -2.07 3.04 1.17
H -3.51 3.07 1.90
H -4.90 1.64 0.15
H -3.09 0.54 -1.43
H -1.79 1.76 -1.04
H -2.72 1.76 -3.57
H -1.88 3.22 -3.09
H -3.58 3.28 -3.75
H -2.09 0.61 1.23
H -3.07 -0.42 0.61
C 0.21 4.21 -0.16
C 1.47 5.09 0.05
C 1.45 5.88 1.38
O 0.33 6.77 1.41
C 0.36 7.69 2.53
N 2.74 4.30 -0.02
H 0.42 3.78 -1.11
H -0.68 4.64 -0.44
H 0.08 3.34 0.65
H 1.59 5.79 -0.92
H 2.39 6.57 1.34
H 1.71 5.38 2.34
H -0.53 8.26 2.52
H 1.20 8.29 2.66
H 0.40 7.00 3.33
H 2.61 3.81 0.92
H 3.65 4.90 0.13
C -2.24 -3.93 0.18
C -1.73 -3.63 -1.19
C -2.41 -2.49 -1.79
O -3.84 -2.86 -1.87
C -4.81 -1.70 -1.85
N -0.33 -3.40 -0.94
H -2.27 -2.91 0.77
H -1.65 -4.62 0.74
H -3.31 -4.14 0.05
H -1.73 -4.67 -1.98
H -2.07 -2.35 -2.81
H -2.44 -1.51 -1.33
H -4.81 -1.03 -2.83
H -4.65 -1.35 -0.90
H -5.56 -2.28 -1.66
H 0.31 -3.43 -1.70
H 0.25 -4.20 -0.58
C 4.12 1.79 -1.98
O 2.80 2.13 -2.00
H 4.68 2.60 -2.26
H 3.93 0.91 -2.77
H 4.48 1.24 -0.90
H 2.66 2.67 -1.37
C 0.36 -2.69 -3.39
O 0.94 -2.18 -2.20
H -0.69 -2.43 -3.52
H 0.52 -3.92 -3.43
H 1.01 -2.12 -4.31
H 1.18 -1.24 -2.32
C 0.60 -0.02 -0.15
O -0.33 -0.77 0.66
H 0.42 0.99 -0.44
H 0.53 -0.70 -1.13
H 1.67 -0.12 0.24
H -0.29 -1.56 0.31
C 0.25 1.62 -2.70
O 0.86 0.68 -1.75
H 0.66 1.41 -3.63
H 0.54 2.71 -2.51
H -0.81 1.70 -2.87
H 1.47 1.07 -1.25
*
```

=====

Version Q
The following is a quantum chemistry calculation of a 8-piece molecular cluster, C20H60N4O8 overall, from the OMol25 dataset.

Results
Structure (SMILES): COC[C@H](C)N.COC[C@H](C)N.COC[C@H](C)N.COC[C@H](C)N.CO.CO.CO.CO
Gap between HOMO and LUMO: 9.49 eV

ORCA input file:
```
! RIJCOSX wB97M-V def2-TZVPD def2/J DEFGRID3
* xyz 0 1
C -0.64 3.28 1.87
O -0.71 3.31 0.48
C -1.00 4.60 -0.04
C -1.27 4.51 -1.54
C -1.08 5.75 -2.39
N -2.59 3.90 -1.71
H -0.01 2.45 2.20
H -1.61 3.17 2.37
H -0.12 4.12 2.33
H -1.91 4.93 0.48
H -0.21 5.35 0.08
H -0.50 3.80 -1.89
H -0.07 6.10 -2.18
H -1.81 6.55 -2.18
H -1.25 5.61 -3.46
H -2.49 2.90 -1.53
H -2.79 3.87 -2.71
C 7.08 -0.76 0.34
O 6.02 -1.36 -0.37
C 5.38 -0.55 -1.34
C 4.35 -1.45 -2.02
C 5.03 -2.73 -2.53
N 3.79 -0.74 -3.18
H 6.68 0.03 0.98
H 7.84 -0.39 -0.35
H 7.54 -1.52 0.97
H 4.91 0.27 -0.77
H 6.02 -0.06 -2.08
H 3.52 -1.68 -1.35
H 4.42 -3.28 -3.25
H 5.22 -3.41 -1.69
H 5.93 -2.52 -3.12
H 4.50 -0.64 -3.90
H 3.02 -1.28 -3.56
C -2.30 -0.86 1.84
O -1.69 -1.26 0.61
C -0.65 -0.42 0.14
C -0.85 0.02 -1.33
C 0.37 0.74 -1.86
N -1.96 0.99 -1.40
H -3.17 -0.29 1.52
H -1.62 -0.24 2.42
H -2.63 -1.75 2.39
H -0.52 0.49 0.73
H 0.26 -1.00 0.26
H -1.09 -0.87 -1.91
H 0.14 1.10 -2.86
H 1.23 0.06 -1.94
H 0.73 1.59 -1.28
H -2.85 0.50 -1.29
H -1.91 1.60 -0.59
C 1.29 -3.62 2.91
O 2.24 -2.57 3.18
C 2.41 -1.67 2.10
C 3.07 -0.31 2.44
C 2.81 0.64 1.28
N 4.52 -0.53 2.52
H 1.72 -4.15 2.06
H 0.36 -3.08 2.69
H 1.17 -4.23 3.80
H 2.98 -2.19 1.32
H 1.40 -1.54 1.67
H 2.57 -0.06 3.38
H 1.82 1.10 1.33
H 2.92 0.26 0.27
H 3.42 1.52 1.52
H 4.67 -1.29 3.18
H 4.85 -0.93 1.64
C -5.04 -3.80 1.91
O -4.99 -3.46 3.31
H -4.40 -4.66 1.74
H -6.08 -4.14 1.76
H -4.95 -2.91 1.30
H -4.98 -2.49 3.32
C -4.45 -0.26 5.11
O -4.91 -0.67 3.82
H -3.35 -0.27 5.19
H -4.78 0.76 5.30
H -4.76 -1.03 5.80
H -5.38 0.06 3.39
C -1.56 0.22 -5.11
O -1.09 1.53 -4.86
H -1.33 0.00 -6.15
H -1.10 -0.60 -4.56
H -2.64 0.25 -4.93
H -1.18 1.76 -3.93
C -5.20 -1.78 -1.66
O -4.88 -1.28 -0.37
H -6.28 -1.94 -1.66
H -4.95 -1.07 -2.46
H -4.62 -2.67 -1.87
H -3.97 -1.40 -0.08
*
```

=====

It is version Q that is the most stable of them.